The following is a quantum chemistry calculation of a cluster of 27 separate species, C27H108N54O27 in total in a non-equilibrium geometry, from OMol25.

The geometry in XYZ format:
```
216
Properties=species:S:1:pos:R:3:forces:R:3:mulliken_charge:R:1
C 5.83716 2.98367 1.79176 0.4 -0.7 0.9 0.376
C -1.44975 -2.45163 4.34862 -0.6 -1.1 -1.5 0.148
H 2.67936 -1.15985 -1.28270 -0.8 -1.6 -0.4 -0.074
H -2.94507 -0.01266 6.35705 -0.4 -0.6 -0.1 0.293
N 4.74283 3.84196 1.82204 -0.4 -0.7 -1.1 -0.254
H 3.38317 -5.00529 -1.89811 0.9 0.5 0.8 0.234
N -3.33543 5.59881 -3.77482 -1.7 -0.4 -1.9 -0.367
H -2.64298 5.15214 0.11158 0.8 0.1 0.6 0.086
C 0.00137 -2.25174 -2.55777 1.4 0.1 0.0 -0.189
H 0.23826 -6.32713 4.85806 -0.9 -0.6 0.1 0.222
H 3.77410 2.50574 -1.70672 0.1 1.8 -1.0 0.205
H 2.13805 -1.87229 6.34424 0.3 -0.1 -0.1 0.229
H -3.70524 5.00485 -4.50902 -0.4 -0.1 0.3 0.092
C 5.13097 -6.47314 3.40980 -0.4 0.7 -0.2 0.399
O -2.31473 2.90993 5.62568 0.6 -0.5 0.1 -0.692
C -2.22955 4.59237 2.06740 -3.2 0.6 -3.0 0.497
H 1.12949 8.70483 3.50601 -0.5 -0.1 0.8 0.232
H 5.52040 -2.69354 -0.92232 -0.1 -0.6 -0.5 0.147
H 1.78850 1.39137 -7.48212 -0.8 -0.1 0.4 0.220
H 2.25069 -5.04444 -3.03864 -1.0 0.6 -1.0 0.298
H -4.67498 0.46919 0.25110 -0.9 -0.3 0.2 0.235
N 4.63054 -4.21732 0.78886 -0.2 -0.1 0.4 0.458
H 1.80520 9.52259 2.16436 0.0 -0.8 0.3 0.148
N 0.22912 -1.74756 -3.78941 -2.7 -0.1 -0.7 -0.224
N 6.34371 2.77158 3.07400 0.0 -0.2 0.2 -0.396
N -6.49261 2.48391 -3.43787 1.5 -2.9 0.1 -0.180
H 2.45262 -5.70735 1.93916 -0.5 0.0 0.4 0.098
H -3.70708 3.13702 -3.06633 0.7 1.2 0.6 -0.464
O -0.82352 3.40928 -4.89123 0.5 -1.4 0.5 -0.713
H 3.08694 -0.48336 5.95326 -0.6 0.2 0.3 0.226
O 4.79383 -1.52402 1.23606 -1.4 0.9 1.9 -1.062
N 6.24040 -6.69247 2.65643 0.0 0.0 -0.6 -0.477
H 4.13008 3.69592 2.63661 0.6 0.4 -0.8 0.422
H -0.01801 -1.05539 4.24386 0.5 0.9 0.4 -0.565
H 1.28604 0.46542 0.62043 -0.3 0.3 0.3 -0.644
C 0.02819 0.42582 -7.78981 -0.6 0.9 1.9 0.298
O -1.94909 -3.35766 3.67889 -0.9 -1.1 0.0 -0.866
N -5.32847 4.00980 -0.35603 0.6 -0.2 1.2 0.056
H 6.13677 -6.34005 1.72281 0.1 -0.1 -0.5 0.181
O -3.97215 -2.22019 -0.53159 0.1 0.4 0.7 -0.786
N 1.50757 -5.74609 1.55591 -0.3 -0.1 -2.8 -0.431
H 4.39211 -4.95847 1.47605 0.2 0.7 -0.7 -0.264
H -2.86127 6.37842 -4.17706 0.5 0.4 0.5 0.318
H -1.38787 -1.69854 6.09808 1.3 0.9 1.6 0.345
H -2.72119 -2.54868 5.78532 -1.1 -0.8 0.3 0.274
H 3.67901 0.59262 3.33076 1.5 0.1 -0.5 -0.149
O 1.79205 6.33747 2.82907 -0.1 1.0 -0.2 -0.599
H -1.72604 -2.10810 0.37968 -0.7 -0.6 1.0 -0.441
H 4.07008 4.62592 5.59611 0.1 0.0 0.1 0.287
N 1.19045 3.45224 -3.92058 -0.7 0.1 -0.5 -0.020
H 2.13313 1.60073 6.65325 0.2 -0.3 -0.3 0.122
N -2.00865 5.33742 0.89272 -0.4 -1.0 1.9 -0.108
O 0.83927 0.54026 3.05586 1.4 -0.4 1.0 -0.402
H -1.16599 -4.92784 -4.17391 0.4 -0.2 0.0 0.129
O 0.99888 -2.44581 -1.79826 -2.2 0.0 -0.6 -0.293
H -7.17176 2.50265 -2.73539 -1.2 0.4 1.1 0.201
N 0.79869 -6.86970 -5.76576 1.0 -0.3 -0.4 -0.420
H -1.54428 4.29249 4.01637 -0.2 0.1 -1.8 0.218
H 7.16396 -6.57787 3.03729 -0.1 0.0 0.3 0.238
H -1.51259 -3.30301 -1.66739 0.0 0.7 -0.1 0.330
N 0.76707 6.12045 -1.05372 -0.4 0.8 -1.2 -0.221
N 0.51164 1.07964 0.89652 -0.3 -0.3 -2.5 1.302
H -0.40411 4.05717 -1.10842 -0.8 -0.7 0.0 -0.491
O 0.04118 -0.81271 7.06981 2.1 1.1 -0.9 -0.783
H 0.81492 2.95224 -0.51971 0.1 -0.3 0.1 -0.751
C 0.12812 1.03007 2.17051 -0.5 -0.4 0.3 0.400
H 0.33114 -3.56554 -0.46952 0.1 -0.3 -0.2 -0.483
O -0.42255 -5.08037 -6.46759 -0.5 0.3 -1.2 -0.687
N -3.48312 1.36345 4.48321 0.5 1.0 0.1 -0.254
C -6.62032 4.02448 -0.08189 -2.2 0.3 -2.5 0.593
N -1.33427 -2.46463 -2.22875 0.9 -0.6 0.4 0.535
H -0.54289 5.16654 2.89405 0.5 0.2 0.1 0.015
C 1.32584 4.90986 -0.76201 0.9 -1.2 0.4 0.102
H -6.28819 4.37400 1.87211 -0.1 0.3 0.4 0.192
H 3.32117 -3.94654 5.09817 0.8 0.0 0.1 0.342
O 4.04648 -6.11787 2.91663 0.9 -0.4 0.2 -0.708
H -5.94339 1.58745 -3.52777 -0.9 1.7 0.0 0.109
O -7.49448 3.96630 -0.96663 0.2 -0.1 0.0 -0.773
C 1.12605 -0.22615 6.77757 -0.2 -0.6 0.3 0.519
N -3.38462 1.57026 -5.65450 -1.3 0.9 -0.7 0.091
H 2.41050 -2.28476 2.05279 0.0 0.5 0.0 -0.682
H -4.00945 1.78979 1.28459 -0.3 -1.5 -1.1 0.169
H 1.45783 3.92428 -4.75571 0.2 0.6 -0.2 0.328
N -4.53778 -2.66368 1.61340 -3.3 -0.6 0.4 -0.477
H 1.16874 -1.60982 -4.07817 0.4 0.2 -0.2 0.309
H -1.46097 0.73300 -6.46779 0.3 -0.6 -0.1 -0.128
O -5.34807 3.43844 -5.04879 3.1 0.2 -2.7 -0.670
H 3.89497 -0.63823 -0.20813 0.3 -0.1 0.1 0.069
O -2.58640 -0.14125 -4.34066 -1.4 0.6 -0.6 0.039
H -1.06793 5.61345 0.71233 0.4 0.2 -0.5 0.045
N -2.42069 -2.42455 1.08725 4.6 1.1 -1.6 0.422
H -0.25987 -6.27523 -3.64222 0.1 -0.4 0.7 0.275
C 4.02066 -0.99143 2.13693 2.8 -0.3 -2.4 0.884
O -4.76348 -3.33339 -5.14579 -0.6 0.5 0.3 -0.672
H 0.04798 -4.71372 4.21049 0.3 -0.6 -0.1 -0.004
H -2.58788 2.13523 -5.67549 1.9 0.6 0.8 0.046
O -2.12876 2.12438 -0.05942 1.6 1.4 -0.3 1.035
N 2.83110 -1.44027 2.45003 -2.1 1.6 2.1 1.494
H 4.45099 -6.56388 5.26404 -0.4 0.1 0.3 0.228
N -2.83159 0.36228 -1.31963 0.2 0.6 0.3 1.216
H 3.82849 -6.78527 -0.57910 -1.5 -1.2 -0.8 0.286
H -3.60004 2.01671 3.74119 0.0 0.5 -0.4 0.088
H -2.04057 -2.31374 -2.94262 0.3 0.0 0.1 -0.090
H -0.58181 -1.69015 -4.45883 1.8 0.1 0.9 -0.136
H 3.16178 6.51460 0.86559 0.6 -1.7 -1.4 0.152
O 0.24730 0.03318 -8.89506 1.3 -0.2 -1.3 -0.632
C 3.00542 0.73644 -1.52997 1.3 -1.7 3.2 0.122
N -2.06029 -1.91500 5.42316 -0.8 0.5 -0.2 -0.174
H 1.50836 -6.41862 0.73812 0.2 0.8 1.5 0.373
C 1.00036 -4.51484 1.11960 -0.4 -1.7 0.4 0.015
C 1.78705 -5.22740 5.18439 1.6 1.5 0.4 0.301
H -4.79922 3.96612 0.49927 1.4 0.1 -0.4 -0.051
O 6.37198 2.41570 0.82262 -1.2 1.1 0.8 -0.636
C -3.63221 -2.42613 0.65933 -2.2 -0.1 -2.1 0.752
N 1.27407 1.11554 6.84944 -1.6 1.1 0.0 -0.267
N 2.89187 -5.57915 -2.52317 0.2 0.3 0.1 -0.306
H 5.18374 0.66373 2.33533 -0.4 -0.1 0.3 0.156
H -1.90291 -0.24056 -7.74605 0.6 0.0 -0.1 0.244
O -1.87967 5.64317 -2.11140 -1.6 -1.5 0.3 -0.856
N 3.03243 7.39442 1.25014 -1.2 2.3 1.8 -0.321
N 0.29601 -4.50621 -0.06287 0.2 1.6 1.9 -0.331
N 2.94928 -7.30034 -0.94044 0.9 3.7 -0.2 -0.268
H -4.97092 3.96082 -1.29241 0.1 -0.2 0.1 0.067
N -2.89494 0.94857 6.63112 1.2 -0.9 1.3 -0.550
H 5.84544 3.00905 3.94704 0.3 -0.2 -1.1 0.229
N 3.10403 -0.42607 -0.79388 0.5 1.6 -0.1 0.132
O 2.16199 0.80062 -2.37506 -1.9 1.1 -2.5 -0.831
N -1.13299 0.05250 -7.15082 -0.8 0.7 1.0 -0.093
N 2.13027 3.09627 3.67970 -2.4 -1.1 -1.8 0.732
N 5.39827 -3.63117 -1.31970 0.1 0.7 0.0 -0.290
H -2.78863 -5.19733 -6.82007 1.4 0.0 -0.5 0.235
O 2.52121 4.73924 -0.55082 0.9 0.5 0.1 -0.773
O -3.33381 4.01914 2.16779 0.0 -0.6 0.3 -0.662
N -4.72862 -0.17579 -5.27101 1.2 -0.4 1.7 -0.333
N -3.58834 -4.88834 -6.34581 -3.9 0.5 0.5 -0.442
C -2.79282 1.77080 5.58086 -1.3 2.2 -1.2 0.467
H -5.24536 0.19275 -6.03656 -0.4 -0.2 -0.3 0.215
H -3.70715 0.42913 4.32431 -0.4 -1.5 -0.2 0.204
H -2.28287 0.68098 -2.10068 0.1 -0.4 0.1 -1.196
H 1.41574 -7.12445 -4.97727 -0.6 0.0 -0.6 0.254
H -3.35607 -0.50635 -1.35814 0.1 -0.1 0.1 0.007
N -7.25011 4.45644 -4.42087 -0.2 -1.2 1.0 -0.497
H 2.27571 -3.87663 3.71101 0.3 -0.1 1.4 -0.526
H -4.50115 -5.00782 -6.81913 1.1 -0.5 0.4 0.254
O 5.12687 -5.81140 -0.74531 0.5 -0.3 -0.1 -0.789
N -0.29494 -1.96515 3.97987 1.5 0.7 0.0 1.483
H -4.82954 -1.11990 -4.91335 -0.5 -0.1 -0.4 0.197
H 1.32341 6.72249 -1.67089 0.1 -0.5 0.8 0.342
C -2.87822 1.18510 -0.23928 -2.0 -1.3 -0.4 -0.092
N 4.43483 0.13671 2.77842 -1.2 0.0 0.4 -0.135
H -1.77410 -3.50349 -6.01510 0.7 0.2 -0.1 0.318
N 1.60379 8.64464 2.64506 1.0 -0.7 -1.3 -0.447
H -2.09755 -2.76721 1.97350 0.0 -0.2 0.6 0.028
H 4.21192 3.89550 0.93106 0.4 -0.1 0.8 0.275
N 2.40862 -4.06704 4.73056 -1.1 0.2 -1.3 0.297
O 1.50758 -7.29167 -2.72427 -1.5 -1.0 -0.6 -0.735
H 1.17623 -6.96934 -6.72570 -0.4 0.2 1.2 0.291
O 2.29030 -5.88693 6.08903 -0.1 -0.5 -0.3 -0.763
H -1.26281 1.43838 3.57013 0.7 -0.1 -1.7 -0.301
C -3.71052 -3.74795 -5.56430 2.5 -0.5 -1.2 0.570
H -7.90332 4.58795 1.25665 -0.4 0.1 0.5 0.259
H -4.18241 2.16385 -5.91314 0.0 -0.8 0.4 0.207
H 1.74963 3.83379 3.11218 0.2 0.7 0.3 0.072
H 2.23629 -0.69595 3.01548 0.8 -2.4 -1.7 -0.678
N 0.45271 3.87562 -0.62648 -0.2 1.4 -0.3 1.545
C 2.12004 7.39609 2.26477 -0.2 0.2 0.4 0.613
N 5.31177 -6.58306 4.74379 -0.6 0.0 0.3 -0.427
H 1.65213 2.20987 3.51676 0.6 -0.2 0.3 -0.540
C -0.04390 2.89147 -4.05739 -1.2 0.3 0.5 -0.212
H 2.88465 -8.25779 -0.80658 -0.4 -1.8 0.0 0.216
H -2.07771 1.03461 7.21709 -0.1 0.2 0.5 0.321
H 0.20258 -2.40645 3.23002 0.0 -0.2 -0.5 -0.591
H 2.70944 5.30810 4.87102 -0.2 -0.2 -0.5 0.184
N -3.90635 0.96227 0.63853 1.1 1.4 1.0 -0.112
H 3.19842 8.27255 0.78446 0.2 -0.5 -0.3 0.197
C 2.36768 -6.73860 -2.07628 1.6 -1.4 1.1 0.309
H 5.97228 -7.25106 5.07189 0.5 -0.3 0.2 0.223
H -0.24896 1.15516 0.18300 0.8 0.1 1.0 -0.615
N 3.36355 4.54090 4.88628 0.6 0.1 0.7 -0.071
H -2.67731 3.26659 -1.64365 -0.2 0.4 -0.6 -0.980
H -1.67769 2.15626 2.11922 0.4 -0.2 -1.0 -0.716
H 1.91841 3.13550 -3.33928 0.5 -0.9 0.7 0.090
H 0.31834 1.40152 -2.64105 -0.8 0.1 -1.0 -0.566
C -6.29846 3.44204 -4.33584 -3.3 1.7 1.4 0.561
N 2.29247 -0.87885 6.44920 -0.9 -1.0 0.1 -0.370
C 3.04195 3.23182 4.61191 0.9 1.6 0.6 -0.367
H -7.99492 4.56351 -3.72423 0.8 -0.1 -0.5 0.207
N -2.46425 -3.16066 -5.37357 -1.3 -1.1 0.4 0.261
H -1.18220 1.36239 -3.60262 -0.9 -1.2 -0.3 -0.815
N 0.89737 1.22284 -6.99815 1.2 -1.1 -2.2 -0.269
N -0.43266 1.85964 -3.20120 2.2 1.9 0.0 1.694
H -5.49537 -2.88095 1.27000 1.3 0.2 0.4 0.257
O 1.03977 -3.52362 1.84848 0.4 0.6 0.1 0.584
C -3.51488 0.40072 -5.00633 0.6 -0.6 -0.4 -0.145
H 5.85214 -3.85196 -2.21363 -0.4 0.0 1.0 0.258
N -3.16164 3.75133 -2.41947 -0.8 -2.1 0.4 1.679
N -0.30642 -5.47663 -4.23514 -0.1 0.0 -1.4 -0.150
H -7.01189 5.22998 -4.99971 0.1 0.3 -0.1 0.227
H 4.65483 1.56931 -0.64933 -0.1 0.1 0.2 0.204
H 0.41533 1.66567 6.73679 0.7 -0.4 0.3 0.213
C -0.00662 -5.79306 -5.57900 0.0 0.6 1.7 0.378
N -1.33540 4.56602 3.01673 1.9 0.2 2.7 -0.058
N -1.06918 1.46718 2.53517 -1.9 0.7 2.6 1.056
C 5.05542 -4.62100 -0.43292 0.5 0.7 0.7 0.544
H -0.13002 6.00000 -1.51520 -0.4 0.2 0.2 0.207
H 4.63535 -3.21289 1.08672 0.1 -0.7 -0.5 0.098
N 3.75697 1.76867 -1.07816 0.6 -1.0 0.7 -0.006
N -7.00051 4.16926 1.19859 0.4 -0.4 0.8 -0.428
C -2.80417 5.00062 -2.71241 3.6 1.8 0.1 0.129
H 7.04769 2.04287 3.15148 -0.3 0.4 -0.1 0.288
H 0.72362 1.83804 -6.23095 -0.8 -0.1 0.2 0.311
N 0.63148 -5.46803 4.56971 -0.7 0.1 -0.2 -0.095
H -2.49910 -2.21484 -5.09307 0.1 1.2 0.1 -0.624
O 3.67935 2.31215 5.11414 0.0 -0.8 0.4 -0.700
H -4.25510 -3.16097 2.43505 0.2 -0.1 0.3 0.192
H 0.51226 -5.22103 -0.68776 0.4 -1.3 -1.2 0.236
```
Forces are in eV/Å.

As for the energy relative to the best compared isomer or geometry (same formula, charge and spin): 0.165 eV. The electronic energy comes out at -6083.268992 a.u. For the strongest force on any atom, the calculation gives 4.98 eV/A.